# 1
{
  "formula": "C11H14F3N",
  "method": "ωB97M-V with the def2-TZVPD basis set",
  "orbital_gap_ha": 0.365,
  "lumo_energy_ev": 0.64,
  "relative_energy_ev": 0.452,
  "e_tot_ev": -21275.285,
  "elements": ["F", "F", "F", "N", "C", "C", "C", "C", "C", "C", "C", "C", "C", "C", "C", "H", "H", "H", "H", "H", "H", "H", "H", "H", "H", "H", "H", "H", "H"],
  "xyz": [[-3.9040, 0.9167, -0.7607], [-1.9554, 1.4744, -0.3013], [-3.4438, 0.9872, 1.3300], [0.2811, -0.8561, -2.0661], [3.4203, 1.2990, 0.8791], [-3.3303, -1.7336, 0.9688], [-2.8807, 0.6997, 0.1357], [0.9074, -0.9241, -0.9619], [0.9353, -2.2016, -0.1831], [2.8294, 0.1635, 0.4384], [-2.4236, -0.7285, 0.1347], [1.8529, 2.6983, -0.3290], [1.1471, 1.5420, -0.7170], [1.7160, 0.3063, -0.4445], [2.9968, 2.5550, 0.4780], [1.9186, -2.8184, -0.2605], [0.8717, -1.8140, 0.9162], [0.4040, 1.8363, -1.3758], [-3.7913, -1.1906, 1.7257], [4.3309, 1.3510, 1.5096], [3.1690, -0.8526, 0.6471], [-4.0172, -2.2409, 0.2751], [3.6761, 3.3473, 0.7819], [1.4647, 3.5931, -0.5791], [-2.3911, -0.9926, -0.8735], [0.2932, 0.0254, -2.7056], [-2.7949, -2.5268, 1.4578], [-1.4385, -0.9794, 0.4828], [0.1563, -2.9360, -0.6027]],
  "atomic_forces_ev_per_a": [[-0.08, -0.54, 0.25], [1.94, 2.14, 0.52], [0.90, 1.24, 0.06], [-0.62, 0.45, -1.29], [1.84, 1.09, 0.85], [0.58, 0.06, -2.60], [-2.40, -2.42, -0.14], [1.55, 1.81, -1.48], [0.51, -0.97, 1.02], [-1.78, -0.95, -1.53], [-0.92, -1.97, 1.72], [1.82, -3.49, 2.03], [3.33, 1.42, 0.83], [-1.38, -1.73, 0.67], [-0.57, 0.31, -0.65], [-1.34, 1.46, 0.04], [-0.34, -1.51, -1.61], [-1.94, -0.75, -1.06], [-1.30, 0.74, 1.18], [-0.67, -0.71, -0.37], [0.06, 0.44, 0.17], [-0.22, 0.41, 0.52], [-0.65, 0.39, -0.13], [-0.97, 3.04, -0.86], [-0.05, -0.64, -1.77], [0.44, -1.65, 2.19], [0.76, -0.19, 0.00], [0.71, 1.18, 0.30], [0.79, 1.36, 1.15]],
  "mulliken_charge": [-0.323, -0.181, -0.289, -0.650, -0.414, -1.279, 0.921, 0.622, -1.341, -0.360, -0.201, -0.838, -0.599, 0.847, -0.389, 0.369, 0.377, 0.340, 0.375, 0.293, 0.367, 0.265, 0.340, 0.521, 0.414, 0.262, 0.393, -0.139, 0.299]
}

# 2
{
  "formula": "C11H14IN5O2PtS",
  "method": "ωB97M-V with the def2-TZVPD basis set",
  "orbital_gap_ha": [0.293, 0.222],
  "multiplicity": 3,
  "lumo_energy_ev": [0.32, -1.65],
  "e_tot_ev": -45356.116,
  "elements": ["Pt", "I", "S", "O", "O", "N", "N", "N", "N", "N", "C", "C", "C", "C", "C", "C", "C", "C", "C", "C", "C", "H", "H", "H", "H", "H", "H", "H", "H", "H", "H", "H", "H", "H", "H"],
  "xyz": [[0.7643, -1.6820, 0.6898], [1.3249, -4.6618, 0.0350], [-0.4524, -0.7523, -3.7801], [1.1322, 1.1056, 1.7033], [-1.8717, -0.3912, 1.3271], [-1.7892, -0.3410, -1.4555], [-0.9708, 0.4953, 1.7128], [0.3610, -1.2937, -1.4440], [0.2661, 0.3014, 1.3612], [1.3804, -1.6873, -2.2912], [2.0709, -1.7640, -4.6514], [-3.0499, 2.3050, 4.1466], [1.1228, -1.4761, -3.5260], [-1.4191, 1.5774, 2.5483], [-1.3354, 3.8124, 3.4060], [-0.8064, 2.8277, 2.5804], [-2.5454, 1.3158, 3.3200], [3.2067, -0.7361, -4.7169], [1.8631, -3.1840, 1.4860], [-2.4466, 3.5561, 4.1933], [-0.6863, -0.7827, -2.0633], [-3.9211, 2.0965, 4.7563], [0.0585, 3.0288, 1.9759], [2.4801, -2.7614, -4.4928], [-2.5630, -0.0258, -2.0087], [-3.0070, 0.3413, 3.2508], [3.7468, -0.7157, -3.7701], [1.5366, -3.5527, 2.4531], [2.9357, -3.0394, 1.4273], [-2.8471, 4.3296, 4.8373], [-1.9198, -0.5292, -0.4241], [1.5215, -1.7785, -5.5930], [-0.8669, 4.7891, 3.4305], [2.8177, 0.2655, -4.9118], [3.9089, -0.9925, -5.5119]],
  "atomic_forces_ev_per_a": [[-0.34, 0.08, -0.06], [-0.02, 0.01, 0.07], [0.02, 0.03, -0.10], [0.61, 0.30, 0.00], [0.29, -0.03, -0.07], [0.14, -0.38, 0.61], [-0.19, -0.20, -0.37], [0.35, -0.15, -0.14], [-0.84, -0.18, 0.27], [-0.22, 0.13, 0.20], [0.07, 0.14, 0.08], [0.00, 0.00, 0.01], [-0.18, 0.09, 0.06], [0.16, 0.06, -0.07], [0.00, -0.02, -0.03], [-0.10, -0.05, 0.04], [-0.06, -0.01, 0.04], [-0.05, -0.03, 0.02], [0.16, -0.06, -0.37], [-0.03, -0.01, 0.01], [0.19, -0.13, 0.13], [0.04, 0.01, -0.03], [0.05, 0.02, -0.02], [-0.01, -0.03, 0.01], [-0.05, 0.01, 0.02], [0.02, 0.04, -0.01], [-0.01, 0.01, -0.04], [-0.10, 0.09, 0.05], [0.02, -0.03, 0.03], [0.02, -0.03, -0.02], [0.13, 0.47, -0.36], [-0.02, -0.04, -0.01], [-0.01, -0.05, -0.01], [0.02, -0.04, 0.02], [-0.05, 0.02, 0.03]],
  "mulliken_spin": [1.327, 0.191, 0.010, 0.028, 0.009, -0.002, 0.018, 0.087, 0.088, -0.001, -0.001, -0.001, 0.006, 0.002, -0.001, 0.001, 0.001, 0.000, 0.226, 0.003, -0.014, 0.000, 0.000, 0.000, -0.001, 0.000, 0.000, 0.020, -0.003, 0.000, 0.004, 0.000, 0.000, 0.000, 0.000]
}

# 3
{
  "formula": "C11H14MgNO5",
  "method": "ωB97M-V with the def2-TZVPD basis set",
  "orbital_gap_ha": 0.264,
  "lumo_energy_ev": 2.85,
  "charge": -1,
  "e_tot_ev": -28811.924,
  "elements": ["Mg", "O", "O", "O", "O", "O", "N", "C", "C", "C", "C", "C", "C", "C", "C", "C", "C", "C", "H", "H", "H", "H", "H", "H", "H", "H", "H", "H", "H", "H", "H", "H"],
  "xyz": [[-0.1199, 0.4509, -0.6444], [0.6115, 1.6877, 0.6978], [-3.9863, -0.2054, 0.4301], [-2.0856, 0.0518, -0.7426], [0.0062, -1.8997, -0.8840], [1.5119, 2.0389, 2.7265], [-0.6334, -0.5349, 1.4598], [0.3968, 2.0538, -2.7125], [0.4877, 0.6378, -2.7965], [0.8847, 1.3776, 1.9113], [-0.7295, -1.9880, 1.4205], [-1.9455, 0.0911, 1.6301], [0.3811, -0.0072, 2.3617], [2.4956, 1.4504, -2.0662], [0.1994, -2.5591, 0.3691], [1.8110, 0.2756, -2.4069], [1.6255, 2.5429, -2.2556], [-2.7795, -0.0392, 0.3440], [-0.5265, -2.4429, 2.4002], [1.2432, -0.6802, 2.3590], [3.4939, 1.5039, -1.6549], [-2.5046, -0.3332, 2.4718], [0.0258, 0.0566, 3.3973], [2.2057, -0.7310, -2.3827], [1.8375, 3.5681, -1.9890], [-1.7853, 1.1543, 1.8243], [-1.7572, -2.2565, 1.1588], [-0.4815, 2.6453, -2.9325], [-0.9459, -1.8683, -1.0812], [0.0406, -3.6367, 0.2640], [1.2494, -2.3983, 0.6185], [-0.2268, -0.0061, -3.2959]],
  "atomic_forces_ev_per_a": [[0.15, 0.10, -0.03], [0.04, -0.07, 0.27], [-0.04, -0.03, 0.03], [-0.11, -0.04, 0.21], [-0.10, -0.04, 0.07], [-0.03, 0.02, 0.05], [-0.03, 0.03, -0.14], [-0.02, 0.06, 0.19], [0.06, -0.05, -0.39], [0.00, 0.09, -0.28], [-0.03, 0.04, 0.13], [0.09, -0.01, 0.13], [-0.08, -0.18, 0.08], [-0.15, 0.05, 0.00], [0.05, 0.05, -0.23], [-0.06, 0.02, 0.20], [0.03, -0.17, 0.07], [0.19, 0.10, -0.30], [0.01, -0.02, -0.01], [0.01, 0.03, -0.02], [0.01, 0.00, -0.02], [0.01, 0.01, 0.01], [0.01, 0.02, 0.01], [0.01, 0.00, -0.05], [0.01, 0.01, -0.04], [-0.05, 0.00, -0.02], [0.00, 0.00, -0.02], [0.00, -0.02, -0.07], [0.07, 0.01, 0.02], [-0.01, -0.01, 0.01], [-0.01, 0.04, 0.05], [-0.02, -0.03, 0.08]],
  "mulliken_charge": [1.048, -0.671, -0.739, -0.679, -0.497, -0.737, 0.743, -0.710, -0.558, 0.440, -0.975, -0.773, -0.732, -0.498, -0.581, -0.729, -0.399, 0.578, 0.345, 0.347, 0.393, 0.332, 0.341, 0.456, 0.404, 0.419, 0.427, 0.390, 0.355, 0.366, 0.319, 0.575]
}

# 4
{
  "formula": "C11H14N2",
  "method": "ωB97M-V with the def2-TZVPD basis set",
  "orbital_gap_ha": 0.348,
  "lumo_energy_ev": 0.83,
  "relative_energy_ev": 0.228,
  "e_tot_ev": -14614.193,
  "elements": ["N", "N", "C", "C", "C", "C", "C", "C", "C", "C", "C", "C", "C", "H", "H", "H", "H", "H", "H", "H", "H", "H", "H", "H", "H", "H", "H"],
  "xyz": [[-1.7347, 0.4401, 2.1918], [-2.3401, -1.5555, 1.4673], [1.0085, -0.5226, -0.2692], [2.1058, -1.3486, -0.0126], [3.2689, -1.1364, -0.7237], [2.2725, 0.6546, -1.9690], [1.0729, 0.4186, -1.2703], [-1.4653, -0.8331, 2.2150], [3.3670, -0.1233, -1.6809], [-3.4362, 1.8771, 1.0384], [-3.2685, -0.6701, 0.9885], [-2.8816, 0.5583, 1.4442], [2.2998, 1.7566, -3.0021], [4.3588, -0.0276, -2.1218], [-2.8849, 2.7133, 1.4678], [-4.1135, -0.9457, 0.3855], [-3.4798, 2.0027, -0.0392], [-0.6311, -1.3352, 2.6838], [0.1105, -0.6411, 0.3165], [1.3595, 2.2990, -2.9752], [-2.4401, -2.5511, 1.5635], [2.0261, -2.2245, 0.6277], [2.4786, 1.3626, -4.0071], [4.0892, -1.8318, -0.5512], [3.0542, 2.5154, -2.7803], [-4.4719, 2.0216, 1.3713], [0.2431, 1.1103, -1.3867]],
  "atomic_forces_ev_per_a": [[0.08, 0.15, 0.20], [-0.06, -0.18, 0.52], [0.14, -0.64, 0.22], [-0.36, -0.10, -0.46], [0.07, -0.43, 0.02], [-0.78, 0.54, -0.27], [0.59, 0.73, 0.35], [0.20, -0.46, -0.04], [0.79, -0.92, 0.65], [-0.77, 0.58, 0.38], [-0.31, 0.27, 0.08], [0.26, 0.01, -0.69], [0.14, 0.08, 0.20], [-0.41, 0.39, -0.35], [0.23, -0.21, -0.04], [0.02, -0.17, -0.06], [0.25, -0.05, -0.19], [0.00, 0.26, 0.17], [-0.15, 0.04, -0.10], [-0.21, -0.08, -0.24], [-0.02, -0.03, -0.32], [0.00, 0.38, 0.20], [-0.05, 0.12, 0.11], [0.06, 0.35, -0.10], [0.21, -0.23, -0.04], [0.10, -0.20, 0.08], [0.00, -0.20, -0.27]],
  "mulliken_charge": [-0.512, -0.005, 0.231, -0.511, -0.334, 0.800, -0.676, -0.499, -0.466, -1.236, -0.631, 0.807, -1.286, 0.338, 0.322, 0.420, 0.296, 0.460, 0.047, 0.348, 0.217, 0.349, 0.285, 0.340, 0.309, 0.320, 0.267]
}